*P*
18
Properties=species:S:1:pos:R:3:lowdin_charge:R:1 method="wB97M-V/def2-TZVPD" smiles=NCCN.O.O multiplicity=1 orbital_gap_ev=9.8223 homo_ev=-8.88
N 0.248 -2.108 2.126 -0.039
C 0.342 -1.164 1.004 -0.292
C -0.496 -1.741 -0.141 -0.196
N -0.889 -0.623 -1.138 -0.038
H -0.699 -2.075 2.583 0.096
H 1.013 -2.409 2.630 0.021
H 1.453 -1.123 0.706 0.138
H -0.084 -0.245 1.456 0.111
H 0.022 -2.486 -0.720 0.101
H -1.437 -1.987 0.358 0.099
H -1.748 -0.845 -1.558 0.037
H -0.949 0.376 -1.131 0.050
O -0.285 3.648 0.260 -0.112
H 0.542 3.195 -0.117 0.069
H -0.325 4.299 0.966 0.023
O 1.025 1.157 -1.900 -0.068
H 0.589 0.516 -1.343 -0.039
H 1.123 0.902 -2.815 0.038

*Q*
18
Properties=species:S:1:pos:R:3:lowdin_charge:R:1 method="wB97M-V/def2-TZVPD" smiles=NCCN.O.O multiplicity=1 orbital_gap_ev=9.5552 homo_ev=-8.74
N 2.081 0.976 1.782 -0.056
C 0.844 0.529 1.277 -0.335
C 0.168 1.061 0.023 -0.272
N 0.613 0.402 -1.247 -0.037
H 2.203 1.116 2.832 0.103
H 2.379 1.889 1.525 0.042
H 0.168 0.439 2.192 0.122
H 1.115 -0.555 1.152 0.106
H -0.868 0.875 -0.135 0.062
H 0.284 2.145 0.075 0.100
H 0.217 0.951 -2.045 0.077
H 1.666 0.262 -1.211 0.084
O -0.922 -3.018 -1.223 -0.029
H -0.461 -3.455 -0.574 -0.018
H -0.455 -2.897 -2.055 0.042
O -3.155 0.171 -0.749 -0.091
H -3.203 -0.520 -0.118 0.000
H -2.674 -0.371 -1.501 0.100

If you had to name the least stable structure above, which would it be? It would be *P*.